# 1
One molecule with the formula C3H8P2 in a non-equilibrium geometry, computed with ωB97M-V with the def2-TZVPD basis set.

Values from the calculation:
LUMO (spin up / spin down) = 0.385 / -4.128 eV
Charge = 0
2S+1 = 3
Energy relative to the best compared isomer or geometry (same formula, charge and spin) = 82.7 kcal per mole
E_HOMO (spin up / spin down) = -4.499 / -8.400 eV
Maximum force = 0.085 hartree/bohr

Positions of all 13 atoms, in Å:
C (-1.2830, 0.2190, 0.0107)
C (1.1313, 0.9587, 0.2390)
C (0.1827, -0.2041, 0.4105)
P (-2.5102, -0.2461, 0.9858)
P (0.5209, -1.7431, -0.7824)
H (-1.5410, 0.6512, -1.0191)
H (2.1046, 0.5586, 0.0861)
H (0.9580, 1.7261, -0.4977)
H (1.2018, 1.4719, 1.1836)
H (0.1639, -0.5981, 1.4904)
H (-3.6173, 0.0620, 0.2951)
H (1.8964, -1.9253, -0.4097)
H (0.7921, -0.9308, -1.9921)


# 2
C18H36AsF6O18RbTl as an isolated structure in a non-equilibrium geometry, computed with ωB97M-V with the def2-TZVPD basis set.

Values from the calculation:
LUMO = -15.586 eV
Charge = +3
Energy relative to the best compared isomer or geometry (same formula, charge and spin) = 0.0 kcal per mole
E_HOMO = -17.096 eV
Maximum force = 0.036 hartree/bohr

Positions of all 81 atoms, in Å:
Rb (-11.3229, -11.4047, 25.3112)
Tl (-12.7833, -14.7706, 29.4251)
As (-11.3682, -10.2817, 29.0930)
F (-10.5604, -10.5889, 30.6111)
F (-10.5394, -8.7249, 29.0381)
F (-12.1304, -9.9628, 27.5082)
F (-12.0895, -11.8805, 29.2441)
F (-12.7152, -9.4871, 29.8589)
F (-9.9674, -10.8616, 28.2369)
C (-7.9570, -8.3399, 31.1906)
O (-7.8178, -7.0950, 31.8599)
C (-7.5461, -7.0498, 33.1556)
O (-7.2928, -8.0081, 33.8497)
O (-7.6156, -5.8067, 33.5595)
C (-7.2025, -5.4822, 34.8964)
H (-7.9647, -8.2642, 30.1060)
H (-8.9124, -8.7862, 31.4875)
H (-7.1266, -8.9873, 31.4744)
H (-7.1739, -4.3989, 34.9806)
H (-6.2707, -5.9486, 35.2027)
H (-8.0115, -5.7718, 35.5751)
C (-10.8816, -15.5583, 33.6382)
O (-9.7177, -14.7927, 33.3183)
C (-9.6393, -14.2184, 32.1620)
O (-10.4034, -14.3507, 31.2317)
O (-8.5076, -13.5102, 32.1007)
C (-8.2637, -12.5892, 31.0774)
H (-11.7815, -14.9891, 33.4065)
H (-10.8591, -15.7853, 34.6994)
H (-10.8427, -16.5087, 33.1047)
H (-8.7522, -12.8300, 30.1388)
H (-7.1780, -12.4650, 31.0546)
H (-8.5946, -11.5933, 31.4242)
C (-15.2443, -10.7185, 28.0814)
O (-16.4124, -11.4154, 28.4588)
C (-16.2934, -12.5743, 29.0569)
O (-15.2482, -13.1464, 29.3063)
O (-17.4755, -13.0716, 29.2671)
C (-17.5750, -14.3455, 29.8948)
H (-14.7295, -10.2593, 28.9297)
H (-15.4761, -9.8776, 27.4317)
H (-14.5881, -11.4227, 27.5642)
H (-16.9662, -15.1210, 29.4282)
H (-18.5944, -14.6911, 30.0031)
H (-17.1214, -14.2513, 30.8870)
C (-12.6713, -2.2929, 26.1160)
O (-12.0070, -3.4573, 26.5610)
C (-12.7007, -4.5548, 26.8521)
O (-13.8732, -4.6774, 26.6523)
O (-11.8993, -5.4239, 27.4108)
C (-12.4183, -6.7124, 27.7299)
H (-12.6935, -2.3294, 25.0170)
H (-12.0696, -1.4402, 26.4300)
H (-13.7047, -2.1964, 26.4488)
H (-11.7123, -7.5176, 27.5384)
H (-13.4109, -6.9389, 27.3548)
H (-12.4716, -6.7092, 28.8277)
C (-9.1320, -9.2368, 22.6975)
O (-8.6123, -8.2528, 23.5891)
C (-8.7841, -8.3941, 24.8943)
O (-9.3675, -9.3045, 25.4538)
O (-8.3044, -7.3321, 25.4958)
C (-8.4180, -7.2341, 26.9138)
H (-8.3729, -9.9824, 22.4503)
H (-9.2737, -8.6347, 21.7986)
H (-10.0557, -9.7336, 22.9934)
H (-8.2794, -6.1845, 27.1565)
H (-7.6132, -7.8301, 27.3491)
H (-9.3941, -7.5648, 27.2626)
C (-16.3709, -12.4236, 32.8455)
O (-15.3073, -13.2374, 32.3714)
C (-14.0489, -12.8764, 32.4277)
O (-13.1675, -13.5339, 31.9142)
O (-13.9044, -11.7795, 33.1543)
C (-12.6176, -11.1480, 33.2936)
H (-17.3311, -12.9116, 32.7100)
H (-16.3428, -11.4586, 32.3394)
H (-16.2963, -12.2381, 33.9194)
H (-12.7225, -10.5972, 34.2245)
H (-12.5906, -10.4084, 32.4916)
H (-11.7675, -11.8151, 33.2172)


# 3
An isolated ion of composition C5H12N2O and charge -1 in a non-equilibrium geometry, computed with ωB97M-V with the def2-TZVPD basis set.

Values from the calculation:
LUMO (spin up / spin down) = 3.915 / 3.836 eV
Charge = -1
2S+1 = 2
Energy relative to the best compared isomer or geometry (same formula, charge and spin) = 41.0 kcal per mole
E_HOMO (spin up / spin down) = 1.234 / -5.296 eV
Maximum force = 0.114 hartree/bohr

Positions of all 20 atoms, in Å:
C (0.8758, -2.3633, 1.4006)
C (0.4387, -0.9043, 1.1657)
N (0.3822, -0.4585, -0.1766)
C (-0.2661, -1.2415, -1.2509)
C (0.4424, 1.0060, -0.4332)
C (-0.9809, 1.6685, -0.2786)
N (-0.7156, 3.1196, -0.2389)
O (0.4800, -0.1590, 2.0588)
H (1.4755, -2.7795, 0.5154)
H (1.5723, -2.3940, 2.1609)
H (-0.0862, -2.8409, 1.5628)
H (-0.6485, -0.6015, -2.0006)
H (-1.0035, -2.0551, -0.9307)
H (0.5231, -1.6625, -1.9126)
H (1.3133, 1.3628, 0.0668)
H (0.7610, 0.9660, -1.5000)
H (-1.4782, 1.2762, -1.2723)
H (-1.3538, 1.1058, 0.6300)
H (-1.5824, 3.6141, -0.1150)
H (-0.1490, 3.3411, 0.5484)


# 4
One molecule with the formula C4H6N4 in a non-equilibrium geometry, computed with ωB97M-V with the def2-TZVPD basis set.

Values from the calculation:
SMILES = [H]/N=C(\N)N/C(C#C)=N/[H]
LUMO = 0.686 eV
Charge = 0
Energy relative to the best compared isomer or geometry (same formula, charge and spin) = 124.2 kcal per mole
E_HOMO = -9.010 eV
Maximum force = 0.136 hartree/bohr

Positions of all 14 atoms, in Å:
C (0.0725, 1.2179, 0.6930)
C (0.0704, -1.2073, 0.0019)
C (-0.2410, -1.8141, -1.2628)
C (-0.5027, -2.2017, -2.4358)
H (1.6338, 2.3578, -0.1555)
H (0.7898, 2.5884, 1.5961)
H (-0.8696, 1.8894, 2.2992)
H (-0.6112, 0.1814, -1.4239)
H (0.1736, -2.6579, 1.1767)
H (-0.6566, -2.4181, -3.5171)
N (0.8268, 2.3576, 0.5705)
N (-0.8142, 1.0907, 1.6761)
N (0.0782, 0.1765, -0.3777)
N (0.0501, -1.5606, 1.1593)